113
Properties=species:S:1:pos:R:3:forces:R:3:lowdin_spin:R:1 method="wB97M-V/def2-TZVPD" total_charge=+1 multiplicity=6 de_lowest_kj_mol=54.21
Fe -1.0320 -1.0873 0.1462 0.263 0.336 0.102 3.679
O -4.2627 3.2374 -0.3401 0.039 -0.115 -0.040 0.000
C -5.1067 2.2024 -0.0379 0.061 0.122 -0.038 0.001
C -6.4661 2.4826 -0.0399 -0.037 -0.081 0.042 0.000
C -7.3762 1.4759 0.2365 0.028 0.013 -0.004 0.000
C -6.9374 0.1876 0.5144 0.013 0.032 -0.012 0.000
C -5.5787 -0.0837 0.5093 0.043 -0.021 0.070 0.001
C -4.6482 0.9121 0.2416 -0.149 -0.014 -0.058 0.004
C -3.1777 0.5880 0.1592 -0.018 -0.109 0.217 0.016
O -2.8558 -0.7142 0.4584 -0.323 0.176 -0.234 0.127
N -2.4527 1.5239 1.0687 0.069 0.108 -0.031 0.001
N -1.1862 1.0594 1.2934 -0.031 -0.025 -0.119 0.026
C -0.5288 1.4818 2.2918 0.238 -0.003 0.092 0.004
C 0.7821 0.9278 2.6153 -0.189 -0.002 -0.100 0.003
Br 1.3283 -0.5282 1.5152 0.246 -0.243 0.021 0.030
C 1.5548 1.2274 3.6580 -0.093 0.174 0.188 0.001
C 1.3105 2.3295 4.6077 -0.008 -0.108 -0.067 0.000
C 0.8984 3.5964 4.1946 0.043 0.057 -0.019 0.000
C 0.6515 4.5898 5.1295 0.018 -0.027 0.010 0.000
C 0.8160 4.3282 6.4829 -0.007 0.002 -0.017 0.000
C 1.2481 3.0767 6.9001 0.000 -0.007 -0.035 0.000
C 1.5066 2.0866 5.9665 -0.022 -0.019 0.055 0.000
H -3.3532 2.9799 -0.1288 -0.002 0.012 0.054 0.000
H -6.7885 3.4909 -0.2598 0.000 0.021 -0.004 0.000
H -8.4344 1.7009 0.2340 -0.014 -0.002 -0.004 0.000
H -7.6501 -0.5982 0.7228 -0.002 -0.013 0.012 0.000
H -5.2039 -1.0794 0.7058 -0.007 -0.005 -0.013 0.001
H -2.8388 0.8509 -0.8508 0.057 0.046 -0.121 0.002
H -2.9681 1.7266 1.9240 -0.007 -0.091 -0.025 0.001
H -0.9435 2.2019 2.9962 0.020 0.039 -0.012 0.001
H 2.3977 0.5819 3.8746 0.071 0.030 -0.053 0.001
H 0.8159 3.8202 3.1382 -0.031 -0.029 -0.025 0.000
H 0.3429 5.5724 4.7991 -0.006 0.012 0.002 0.000
H 0.6194 5.1032 7.2113 0.001 0.008 0.005 0.000
H 1.3817 2.8699 7.9529 0.000 -0.016 0.008 0.000
H 1.8329 1.1070 6.2935 -0.022 0.004 0.024 0.000
O -0.5207 -2.5925 8.1956 -0.009 0.010 -0.106 0.000
C -0.4641 -1.6024 7.2803 0.101 -0.110 0.040 0.000
O -0.1736 -0.4877 7.6069 -0.040 0.047 0.009 0.000
C -0.7512 -1.9770 5.8574 -0.049 0.051 0.061 0.001
C -0.4029 -3.2097 5.3220 0.015 -0.025 -0.025 0.000
C -0.5944 -3.4663 3.9699 0.121 0.024 0.095 0.002
C -1.1456 -2.4816 3.1654 -0.029 -0.008 -0.336 0.000
C -1.5342 -1.2617 3.7024 -0.106 0.056 0.125 0.001
C -1.3285 -1.0065 5.0429 0.028 -0.003 -0.078 0.000
N -1.2382 -2.6553 1.7544 -0.077 -0.035 0.302 0.024
C -1.8312 -3.6675 1.2807 -0.001 -0.040 -0.236 0.009
C -1.8046 -3.8987 -0.1828 0.097 0.042 0.350 0.006
C -2.4903 -4.9553 -0.7423 0.017 -0.034 -0.091 0.000
C -2.3637 -5.1761 -2.1088 -0.057 -0.073 0.026 0.005
C -1.5423 -4.3464 -2.8421 0.065 0.032 -0.025 0.000
C -0.9022 -3.2946 -2.1983 -0.022 -0.063 0.133 0.008
N -1.0327 -3.0588 -0.8950 -0.107 0.041 -0.188 0.023
H -0.8645 -3.4012 7.7959 -0.012 0.021 0.047 0.000
H 0.0796 -3.9607 5.9364 -0.004 -0.018 -0.007 0.000
H -0.2538 -4.3977 3.5368 -0.013 -0.013 -0.012 0.000
H -2.0029 -0.5371 3.0542 -0.024 -0.023 -0.022 0.000
H -1.5901 -0.0484 5.4729 -0.011 -0.005 0.018 0.000
H -2.3500 -4.3932 1.9095 0.038 -0.011 -0.013 0.001
H -3.1075 -5.5906 -0.1221 -0.002 -0.008 0.008 0.000
H -2.8933 -5.9905 -2.5843 -0.003 -0.001 0.003 0.000
H -1.3971 -4.4865 -3.9034 -0.002 0.007 -0.011 0.000
H -0.2666 -2.6273 -2.7607 -0.009 0.047 -0.034 0.002
O 0.9649 2.0295 -0.6288 0.113 0.103 0.169 0.015
C 0.1457 1.6080 -1.4114 -0.103 -0.471 -0.202 0.016
N -0.1125 0.2395 -1.5955 -0.331 -0.237 0.044 0.196
S -1.0196 -0.0141 -2.9548 -0.019 0.123 0.145 0.013
O -2.2415 -0.7098 -2.6616 0.048 -0.029 0.052 0.002
O -0.1730 -0.6154 -3.9663 0.010 -0.049 0.050 0.006
C -1.3411 1.6768 -3.2775 -0.075 0.116 -0.115 0.007
C -2.1654 2.2258 -4.2390 0.046 0.079 0.032 0.000
C -2.2840 3.6105 -4.2421 -0.005 -0.006 -0.008 0.004
C -1.5956 4.3974 -3.3196 0.009 -0.052 0.011 0.001
C -0.7684 3.8213 -2.3642 -0.018 0.033 -0.055 0.003
C -0.6605 2.4425 -2.3516 0.078 -0.026 0.064 0.004
H -2.7034 1.6105 -4.9463 -0.005 -0.013 -0.006 0.000
H -2.9293 4.0847 -4.9690 0.002 0.014 -0.002 0.000
H -1.7175 5.4714 -3.3463 0.002 0.014 -0.002 0.000
H -0.2268 4.4155 -1.6407 -0.004 0.009 0.006 0.000
C 6.2997 -0.3269 0.5814 -0.023 0.032 0.017 0.013
C 6.2011 -1.3508 -0.3478 -0.012 -0.053 -0.033 0.003
C 5.0804 -1.4512 -1.1633 0.042 0.071 0.032 0.025
C 4.0636 -0.5080 -1.0427 0.099 0.092 0.188 0.097
C 4.1488 0.5091 -0.0912 0.016 -0.032 0.008 0.015
C 5.2741 0.6017 0.7118 0.027 -0.032 -0.015 0.000
Sb 2.3950 -0.6056 -2.3244 -0.144 0.236 0.029 0.396
C 2.8311 -2.2356 -3.5634 0.080 -0.252 -0.080 0.086
C 2.5418 -3.5144 -3.0904 0.033 -0.028 -0.087 0.012
C 2.8663 -4.6253 -3.8562 -0.004 0.041 0.010 0.000
C 3.4775 -4.4574 -5.0910 0.003 -0.013 -0.012 0.005
C 3.7751 -3.1848 -5.5572 -0.011 0.026 0.010 0.004
C 3.4542 -2.0680 -4.7970 -0.009 -0.085 0.018 0.018
C 2.5682 1.1027 -3.5254 -0.028 0.164 -0.121 0.031
C 2.0651 1.1134 -4.8271 0.015 0.072 0.000 0.011
C 2.1534 2.2693 -5.5892 0.010 -0.009 0.035 0.000
C 2.7235 3.4162 -5.0545 -0.009 0.014 -0.016 0.012
C 3.2164 3.4099 -3.7585 -0.006 -0.030 0.013 -0.001
C 3.1398 2.2563 -2.9916 0.035 0.010 -0.059 0.013
H 7.1758 -0.2535 1.2114 0.012 -0.004 0.006 0.001
H 6.9981 -2.0762 -0.4427 0.006 -0.003 -0.005 0.000
H 5.0184 -2.2507 -1.8914 -0.018 0.002 -0.012 0.002
H 3.3358 1.2135 0.0421 -0.005 0.013 -0.055 0.001
H 5.3487 1.3958 1.4430 0.000 0.006 0.007 0.000
H 2.0740 -3.6551 -2.1221 -0.014 0.016 0.009 0.003
H 2.6460 -5.6183 -3.4875 -0.001 -0.011 -0.001 0.000
H 3.7294 -5.3221 -5.6903 0.002 -0.006 0.000 0.000
H 4.2622 -3.0576 -6.5147 0.004 -0.003 -0.008 0.001
H 3.7057 -1.0823 -5.1650 -0.019 0.041 0.000 0.001
H 1.5853 0.2408 -5.2447 0.018 -0.039 0.010 0.000
H 1.7693 2.2740 -6.6005 -0.007 -0.004 -0.012 0.000
H 2.7844 4.3172 -5.6504 -0.002 0.006 -0.007 0.001
H 3.6612 4.3023 -3.3393 0.005 0.008 0.003 0.000
H 3.5283 2.2709 -1.9837 0.006 -0.025 0.041 0.001